Record 1
One molecule with the formula C3H6O2S at a distorted geometry, computed with ωB97M-V with the def2-TZVPD basis set.

Properties
Spin multiplicity: 1
SMILES: O=COCCS
ΔE to the lowest compared entry with this formula, charge and spin in eV: 1.3247
LUMO in eV: 0.70
HOMO-LUMO gap in eV: 9.91

Cartesian coordinates (Å):
O 0.666 -1.171 -1.077
O 1.018 -0.002 0.874
S -2.048 0.528 1.127
C 0.935 -1.105 0.130
C 0.538 1.182 0.295
C -0.972 1.383 -0.052
H -3.061 1.399 1.006
H 1.448 -1.968 0.485
H 0.728 2.047 0.953
H 1.118 1.449 -0.617
H -1.223 2.440 0.033
H -1.275 1.061 -1.083

Taken from the Mulliken analysis, the atomic charges in e are: -0.49, -0.30, -0.23, 0.10, -0.40, -0.61, 0.13, 0.42, 0.36, 0.28, 0.41, 0.34

Record 2
C35H34N5O10SSn as an isolated structure, computed with ωB97M-V with the def2-TZVPD basis set.

Properties
Spin multiplicity: 2
ΔE to the lowest compared entry with this formula, charge and spin in eV: 0.2876
Expectation value of S²: 0.75
LUMO (alpha / beta) in eV: -0.87 / -1.85
HOMO-LUMO gap (alpha / beta) in eV: 7.15 / 6.40

Cartesian coordinates (Å):
Sn -0.576 -1.636 1.378
O -1.761 4.373 5.288
C -0.872 3.557 5.047
O 0.369 3.579 5.195
C -1.288 2.260 4.351
C -1.912 2.268 3.112
C -1.959 1.103 2.369
N -1.427 -0.035 2.830
C -0.976 -0.100 4.091
C -0.918 1.027 4.884
C -0.448 -1.419 4.537
C 0.262 -1.571 5.720
C 0.742 -2.828 6.051
C 0.503 -3.893 5.201
C -0.192 -3.656 4.030
N -0.658 -2.450 3.707
C -2.611 1.029 1.035
C -2.870 2.163 0.270
C -3.496 2.004 -0.951
C -3.842 0.727 -1.372
C -3.526 -0.342 -0.554
N -2.926 -0.198 0.624
H -2.314 3.198 2.735
H -0.484 1.000 5.872
H 0.451 -0.727 6.363
H 1.309 -2.967 6.961
H 0.875 -4.884 5.413
H -0.363 -4.444 3.312
H -2.564 3.140 0.612
H -3.705 2.866 -1.572
H -4.339 0.559 -2.317
H -3.757 -1.358 -0.852
C 2.409 -4.529 -1.102
C 2.534 -3.436 -0.042
C 3.977 -3.230 0.375
O 2.081 -2.191 -0.577
C 1.677 -3.872 1.159
O 2.117 -4.637 1.988
O 0.431 -3.452 1.163
H 2.910 -4.201 -2.013
H 1.360 -4.733 -1.327
H 2.869 -5.452 -0.753
H 4.580 -2.978 -0.498
H 4.362 -4.136 0.836
H 4.056 -2.424 1.107
H 1.196 -2.307 -0.948
O 1.235 -0.842 2.234
N 1.902 0.286 1.963
C 2.754 0.330 0.933
C 3.453 1.491 0.683
C 3.248 2.608 1.480
C 2.358 2.528 2.540
C 1.702 1.341 2.769
H 2.828 -0.583 0.354
H 4.141 1.509 -0.150
H 3.775 3.530 1.277
H 2.145 3.361 3.198
H 0.996 1.197 3.570
C -3.920 -0.468 -5.670
C -2.715 0.414 -5.496
C -1.474 0.046 -6.010
C -0.364 0.858 -5.844
C -0.492 2.049 -5.146
C -1.721 2.445 -4.638
C -2.823 1.628 -4.821
S 0.946 3.028 -4.818
O 0.477 4.308 -4.384
O 1.865 2.869 -5.905
N 1.680 2.314 -3.536
C 0.937 2.060 -2.305
C 0.413 0.631 -2.211
C 0.020 0.256 -0.802
O 0.066 1.049 0.128
O -0.369 -0.980 -0.657
H -3.686 -1.346 -6.269
H -4.732 0.072 -6.160
H -4.293 -0.812 -4.703
H -1.380 -0.883 -6.559
H 0.596 0.580 -6.260
H -1.805 3.395 -4.128
H -3.789 1.945 -4.447
H 2.301 1.577 -3.843
H 0.124 2.785 -2.251
H 1.582 2.271 -1.452
H 1.182 -0.078 -2.538
H -0.450 0.462 -2.859

Taken from the Mulliken analysis, the atomic charges in e are: 1.39, -0.70, 0.09, -0.68, 0.39, -0.63, 0.67, 0.00, 0.09, -0.22, 0.57, -0.85, -0.54, -0.84, -0.08, -0.15, 0.52, -0.51, -0.83, -0.53, -0.32, -0.34, 0.49, 0.35, 0.41, 0.44, 0.43, 0.48, 0.42, 0.49, 0.44, 0.41, -1.86, 1.90, -1.85, -0.34, 0.21, -0.65, -0.57, 0.43, 0.42, 0.41, 0.45, 0.39, 0.41, 0.19, -0.19, 0.34, 0.05, -1.18, -0.25, -0.91, -0.56, 0.45, 0.51, 0.45, 0.61, 0.91, -1.41, 0.97, -0.85, -0.70, -0.11, -0.26, -0.47, 1.25, -0.69, -0.73, -0.26, -0.73, 0.46, 0.64, -0.48, -1.10, 0.39, 0.35, 0.25, 0.34, 0.45, 0.53, 0.55, 0.34, 0.36, 0.22, 0.30, -0.21

Record 3
C23H27AlBeCl2F5InN3O18S2 as an isolated structure at a distorted geometry, computed with ωB97M-V with the def2-TZVPD basis set.

Properties
Spin multiplicity: 1
LUMO in eV: -3.90
Net charge: -1
HOMO-LUMO gap in eV: 1.83

Cartesian coordinates (Å):
O 2.147 0.344 5.189
C 1.987 0.978 4.101
F 2.882 0.582 3.028
N 0.994 2.060 3.906
C 0.363 2.293 5.217
O 0.589 3.399 5.801
F -0.455 1.364 5.932
In -0.366 1.301 2.434
F -0.763 -0.737 2.800
C -2.206 2.548 2.097
C -3.156 2.726 3.386
C -3.575 1.352 4.118
C -3.881 0.115 3.132
O -3.757 -1.111 3.955
N 0.729 1.328 0.549
C -0.008 0.854 -0.385
S -0.831 -0.086 -1.515
H -1.883 3.601 1.762
H -2.875 2.104 1.256
H -4.092 3.380 3.178
H -2.539 3.338 4.163
H -4.573 1.574 4.677
H -2.813 1.098 4.940
H -3.137 -0.018 2.271
H -4.984 0.120 2.768
H -2.879 -1.004 4.416
C -0.006 -2.436 -4.535
Cl -1.732 -2.663 -4.174
Cl 0.221 -1.281 -5.847
H 0.496 -2.062 -3.641
H 0.426 -3.394 -4.827
Al -2.808 -4.129 -5.540
N 4.499 3.346 -2.698
C 3.851 3.055 -3.870
C 2.663 2.437 -3.555
C 2.589 2.358 -2.143
C 3.735 2.929 -1.640
H 5.397 3.797 -2.626
H 4.289 3.311 -4.823
H 1.928 2.084 -4.264
H 1.788 1.931 -1.558
H 4.071 3.072 -0.624
C 3.874 5.344 0.959
O 4.397 6.356 0.511
O 2.704 5.267 1.377
O 4.430 4.235 1.066
C 3.939 -1.400 -7.328
O 3.690 -0.031 -7.598
H 4.666 -1.775 -8.045
H 4.340 -1.507 -6.315
H 3.009 -1.967 -7.425
H 3.043 0.277 -6.949
Be -3.146 -0.722 -1.770
C 5.401 -1.488 -1.784
C 4.965 -0.377 -2.683
O 3.798 -0.893 -3.289
C 3.269 -1.755 -2.379
O 2.144 -2.174 -2.425
O 4.165 -2.077 -1.407
F 5.884 -0.144 -3.648
H 6.016 -2.232 -2.299
H 5.947 -1.127 -0.911
H 4.727 0.557 -2.164
F 2.862 1.388 -9.281
C -8.427 -2.911 6.489
C -8.508 -2.061 7.515
C -7.414 -1.091 7.809
O -7.532 -0.315 8.745
C -6.225 -1.115 6.953
C -6.140 -1.969 5.927
C -7.247 -2.919 5.616
O -7.147 -3.673 4.662
O -5.037 -2.001 5.124
O -9.598 -2.044 8.336
H -9.215 -3.618 6.264
H -5.432 -0.418 7.188
H -5.218 -2.696 4.461
H -9.416 -1.344 8.994
O 5.446 -4.068 -7.983
S 5.223 -4.288 -9.422
O 5.100 -5.730 -9.682
O 6.358 -3.741 -10.182
O 3.983 -3.609 -9.840

Taken from the Mulliken analysis, the atomic charges in e are: -0.55, 0.56, -0.23, -0.17, 0.51, -0.52, -0.20, 1.17, -0.79, -0.99, -0.64, -0.33, -0.19, -0.37, -0.60, 0.51, -0.22, 0.45, 0.26, 0.36, 0.23, 0.24, 0.17, 0.14, 0.24, 0.23, 0.34, 0.12, -0.09, -0.24, 0.41, 0.41, 0.14, -0.58, -0.70, 1.07, -1.68, 0.19, 0.46, 0.48, -0.08, 0.78, 0.96, -0.41, -0.26, -0.37, -0.17, -0.39, 0.08, 0.14, 0.23, 0.26, -0.18, -0.54, 0.72, -0.06, 0.54, -0.57, -0.34, -0.33, 0.28, 0.32, -0.07, -0.52, -0.94, 0.38, 0.88, -0.63, -0.87, 0.10, 1.00, -0.62, -0.33, -0.57, 0.41, 0.47, 0.37, 0.35, -0.49, 1.33, -0.52, -0.49, -0.45

Record 4
C28H19AuF5N3O3S4Se as an isolated structure at a distorted geometry, computed with ωB97M-V with the def2-TZVPD basis set.

Properties
Spin multiplicity: 1
ΔE to the lowest compared entry with this formula, charge and spin in eV: 0.4722
LUMO (alpha / beta) in eV: -3.11 / -3.11
HOMO-LUMO gap (alpha / beta) in eV: 4.68 / 4.68

Cartesian coordinates (Å):
Au -1.273 0.197 0.710
O 2.419 0.845 -1.307
C 1.335 0.819 -0.758
O 0.644 -0.202 -0.467
C 0.668 2.165 -0.421
C 1.389 3.369 -0.454
C 0.719 4.542 -0.235
C -0.681 4.522 -0.055
C -1.463 5.684 0.090
C -2.822 5.596 0.209
C -3.462 4.344 0.202
C -2.730 3.195 0.087
C -1.332 3.259 -0.044
N -0.618 2.124 -0.180
H 2.449 3.320 -0.642
H 1.239 5.490 -0.211
H -0.970 6.644 0.107
H -3.417 6.491 0.313
H -4.537 4.294 0.290
H -3.191 2.218 0.074
F -7.516 1.659 -0.234
C -6.526 0.805 0.035
C -5.671 0.398 -0.988
F -5.857 0.851 -2.230
C -4.628 -0.459 -0.681
F -3.766 -0.850 -1.633
C -4.397 -0.889 0.622
Se -2.785 -1.838 1.014
C -5.282 -0.501 1.621
F -5.058 -0.935 2.864
C -6.348 0.342 1.337
F -7.194 0.724 2.296
S -0.390 -2.902 6.265
C -0.905 -1.538 5.494
S -1.622 -1.530 3.895
C -1.626 0.252 3.985
N -1.167 0.701 5.099
N -0.797 -0.268 5.942
C -0.221 0.085 7.184
C -0.552 -0.611 8.339
C 0.084 -0.293 9.526
C 1.029 0.719 9.561
C 1.330 1.430 8.411
C 0.704 1.121 7.218
S -2.214 1.258 2.745
H -1.302 -1.385 8.304
H -0.148 -0.849 10.421
H 1.537 0.947 10.485
H 2.081 2.205 8.442
H 0.928 1.664 6.314
O -0.348 -2.242 1.013
S 0.605 -2.734 -0.029
C 0.352 -4.579 0.065
C -0.416 -5.032 -1.167
C -1.231 -3.838 -1.649
C -0.280 -2.663 -1.639
H -0.213 -4.722 0.984
H 1.325 -5.056 0.162
H -1.060 -5.876 -0.922
H 0.277 -5.342 -1.952
H -2.062 -3.647 -0.961
H -1.645 -4.016 -2.642
H -0.756 -1.692 -1.724
H 0.499 -2.760 -2.393

Taken from the Mulliken analysis, the atomic charges in e are: 1.20, -0.68, 0.12, -0.64, 0.58, -0.51, -0.65, 1.10, -0.82, -0.66, -0.81, 0.17, -0.02, -0.54, 0.49, 0.44, 0.40, 0.39, 0.47, 0.29, -0.33, 0.53, 0.20, -0.33, 0.56, -0.27, -0.19, -0.31, 0.13, -0.32, 0.30, -0.30, -0.34, 0.05, 0.21, 0.25, -0.93, 0.73, 0.28, -0.36, -0.65, -0.42, -0.56, -0.30, -0.10, 0.47, 0.37, 0.38, 0.35, 0.44, -0.47, 0.31, -0.59, -0.74, -0.21, -0.48, 0.29, 0.39, 0.35, 0.32, -0.15, 0.45, 0.12, 0.56

Question: Which formula does entry 1 have?
Answer: C3H6O2S

Question: Among the records above, which one has the highest spin multiplicity?
Answer: C35H34N5O10SSn